No. 1
The following is a quantum chemistry calculation of C26H27N4O2SSn as an isolated structure, from the OMol25 dataset.

Element x y z (Å)
Sn1 0.994 -1.911 -0.428
C1 2.878 1.422 -2.497
C2 2.289 0.078 -2.827
C3 0.935 -0.057 -3.143
C4 0.423 -1.267 -3.611
C5 1.262 -2.369 -3.760
C6 2.606 -2.257 -3.411
C7 3.110 -1.051 -2.938
H1 3.390 1.822 -3.375
H2 3.617 1.352 -1.698
H3 2.105 2.137 -2.214
H4 0.304 0.826 -3.136
H5 -0.606 -1.320 -3.946
H6 0.897 -3.271 -4.235
H7 3.281 -3.086 -3.588
H8 4.175 -0.944 -2.764
C8 4.174 -1.079 1.152
O1 2.960 -0.310 0.950
C9 2.719 0.703 1.786
C10 3.574 1.109 2.796
C11 3.156 2.049 3.726
C12 1.850 2.581 3.704
C13 1.015 2.248 2.685
C14 1.458 1.365 1.654
N1 0.776 1.216 0.508
N2 -0.295 1.757 0.252
C15 -1.454 1.549 -0.238
C16 -1.843 0.100 -0.447
O2 -0.970 -0.762 -0.234
C17 -3.120 -0.154 -0.991
C18 -3.967 0.869 -1.292
C19 -3.641 2.260 -1.096
C20 -4.582 3.254 -1.343
C21 -4.269 4.588 -1.110
C22 -3.006 4.937 -0.657
C23 -2.057 3.956 -0.400
C24 -2.369 2.617 -0.607
H9 4.204 -1.479 2.165
H10 4.141 -1.898 0.440
H11 5.053 -0.468 0.958
H12 4.570 0.701 2.883
H13 3.852 2.374 4.488
H14 1.530 3.271 4.472
H15 0.043 2.714 2.579
H16 -3.390 -1.186 -1.169
H17 -4.942 0.632 -1.707
H18 -5.565 2.985 -1.708
H19 -5.011 5.357 -1.283
H20 -2.755 5.977 -0.494
H21 -1.078 4.227 -0.023
C25 -3.346 -4.282 2.872
N3 -2.063 -3.609 2.657
C26 -1.068 -4.104 1.959
N4 -1.145 -5.308 1.419
S1 0.399 -3.166 1.763
H22 -3.951 -3.671 3.532
H23 -3.210 -5.257 3.342
H24 -3.875 -4.403 1.925
H25 -1.915 -2.722 3.109
H26 -1.911 -5.934 1.622
H27 -0.335 -5.705 0.971

For the gap between HOMO and LUMO, the calculation gives 5.99 eV. For the energy above the lowest of the compared OMol25 structures with the same formula, charge and spin, the calculation gives 1.0787 eV. As for the net charge: +3. The value obtained for the calculated total energy is -1987.969630 Eh.

Atomic partial charges in e from the Löwdin method, atoms 1 to 2: 1.355 -0.029

***

No. 2
The following is a quantum chemistry calculation of one molecule with the formula C16H18N2O, from the OMol25 dataset.

Element x y z (Å)
O1 1.858 2.601 2.511
C1 1.128 1.707 2.291
N1 0.118 1.599 1.371
C2 0.224 2.779 0.441
C3 0.383 1.940 -0.897
C4 -0.935 0.854 -1.265
C5 -0.494 0.281 -2.549
C6 0.251 -0.642 -2.710
C7 0.358 -1.450 -3.935
C8 0.173 -0.760 -5.091
C9 -0.748 0.503 -4.951
C10 -0.968 1.201 -3.833
N2 1.357 0.388 3.270
C11 0.551 -0.662 3.113
C12 0.212 -1.143 4.363
C13 -0.427 -2.729 4.221
C14 -0.733 -3.115 3.140
C15 -0.301 -2.454 1.871
C16 0.388 -1.384 1.936
H1 -0.535 0.974 1.524
H2 -0.965 3.213 0.562
H3 0.689 3.526 0.782
H4 1.296 1.379 -0.842
H5 0.379 2.821 -1.686
H6 -1.089 0.174 -0.548
H7 -1.980 1.605 -1.292
H8 0.235 -1.368 -1.649
H9 1.041 -2.333 -3.906
H10 0.163 -1.223 -6.002
H11 -0.903 0.842 -6.076
H12 -1.547 2.031 -3.734
H13 1.875 0.727 4.094
H14 0.260 -1.047 5.262
H15 -0.700 -3.018 5.222
H16 -1.058 -4.016 3.015
H17 -0.411 -3.009 0.897
H18 0.853 -0.794 1.082

For the gap between HOMO and LUMO, the calculation gives 8.76 eV. For the energy above the lowest of the compared OMol25 structures with the same formula, charge and spin, the calculation gives 13.3042 eV. As for the net charge: 0. The value obtained for the calculated total energy is -804.804761 Eh.

Atomic partial charges in e from the Löwdin method, atoms 1 to 2: 0.097 -0.425

***

No. 3
The following is a quantum chemistry calculation of one molecule with the formula C9H15N3O3, from the OMol25 dataset.

Element x y z (Å)
C1 -0.832 -1.505 -1.419
C2 -1.836 -1.966 -0.370
C3 -2.213 -0.873 0.640
C4 -1.057 -0.315 1.470
C5 -0.883 1.132 0.974
C6 0.388 1.388 0.189
C7 0.408 2.599 -0.696
N1 1.353 0.579 0.365
N2 2.534 0.742 -0.255
C8 3.583 -0.147 -0.078
N3 3.294 -1.179 0.748
O1 4.633 0.019 -0.654
O2 -2.014 1.426 0.158
C9 -2.765 0.345 -0.089
O3 -3.734 0.383 -0.789
H1 -0.631 -2.313 -2.118
H2 -1.230 -0.662 -1.980
H3 0.111 -1.208 -0.965
H4 -1.436 -2.824 0.175
H5 -2.753 -2.281 -0.872
H6 -3.010 -1.267 1.278
H7 -1.294 -0.325 2.532
H8 -0.136 -0.870 1.312
H9 -0.908 1.852 1.805
H10 1.162 3.309 -0.351
H11 0.650 2.315 -1.721
H12 -0.564 3.081 -0.690
H13 2.703 1.512 -0.895
H14 2.443 -1.149 1.280
H15 4.037 -1.800 1.014

For the gap between HOMO and LUMO, the calculation gives 9.97 eV. For the energy above the lowest of the compared OMol25 structures with the same formula, charge and spin, the calculation gives 0.0000 eV. As for the net charge: 0. The value obtained for the calculated total energy is -741.963901 Eh.

Atomic partial charges in e from the Löwdin method, atoms 1 to 2: -0.077 -0.195

***

Q: calculated total energy of number 2 (C16H18N2O)?
A: -804.804761 Eh